# 1
C23H30N6O2S | wB97M-V/def2-TZVPD

E_tot, eV: -48211.88514
SMILES: CC(=O)c1cccc(NC(=O)CSc2nc(N3CCCCC3)nc(N3CCCCC3)n2)c1
LUMO level, eV: 0.34
Kohn-Sham gap, eV: 9.038
Energy relative to the best compared isomer or geometry (same formula, charge and spin), eV: 0.0000

Element x y z (Å)
C (-1.07, -2.59, -1.22)
C (-0.25, -2.42, -2.48)
O (0.20, -3.37, -3.08)
C (0.01, -1.03, -2.93)
C (1.00, -0.83, -3.89)
C (1.32, 0.45, -4.30)
C (0.68, 1.55, -3.76)
C (-0.32, 1.36, -2.80)
N (-0.96, 2.45, -2.20)
C (-0.28, 3.49, -1.65)
O (0.85, 3.81, -1.94)
C (-1.08, 4.33, -0.67)
S (-2.32, 3.39, 0.28)
C (-1.37, 1.98, 0.74)
N (-0.08, 2.01, 0.48)
C (0.57, 0.85, 0.75)
N (1.87, 0.80, 0.51)
C (2.63, -0.43, 0.68)
C (3.27, -0.82, -0.65)
C (4.16, 0.31, -1.15)
C (3.33, 1.59, -1.28)
C (2.65, 1.92, 0.04)
N (-0.04, -0.23, 1.23)
C (-1.34, -0.11, 1.52)
N (-1.98, -1.17, 2.03)
C (-1.29, -2.35, 2.48)
C (-1.34, -2.44, 4.00)
C (-2.79, -2.41, 4.47)
C (-3.48, -1.15, 3.96)
C (-3.37, -1.08, 2.43)
N (-2.06, 1.00, 1.26)
C (-0.66, 0.07, -2.40)
H (-1.08, -3.64, -0.94)
H (-0.65, -1.99, -0.42)
H (-2.09, -2.27, -1.40)
H (1.50, -1.69, -4.30)
H (2.09, 0.60, -5.05)
H (0.94, 2.55, -4.05)
H (-1.86, 2.24, -1.78)
H (-1.65, 5.09, -1.20)
H (-0.39, 4.81, 0.02)
H (1.95, -1.20, 1.04)
H (3.41, -0.26, 1.43)
H (3.86, -1.73, -0.51)
H (2.49, -1.03, -1.38)
H (4.60, 0.05, -2.11)
H (4.98, 0.48, -0.44)
H (3.96, 2.43, -1.58)
H (2.57, 1.45, -2.05)
H (1.98, 2.77, -0.09)
H (3.40, 2.16, 0.80)
H (-0.26, -2.29, 2.13)
H (-1.77, -3.23, 2.03)
H (-0.86, -3.36, 4.33)
H (-0.80, -1.60, 4.43)
H (-2.83, -2.44, 5.57)
H (-3.32, -3.29, 4.10)
H (-4.53, -1.13, 4.24)
H (-2.99, -0.27, 4.38)
H (-3.78, -0.15, 2.05)
H (-3.90, -1.93, 1.99)
H (-1.44, -0.05, -1.66)

---

# 2
C3H13N2O | wB97M-V/def2-TZVPD

E_tot, eV: -8343.46271
Net charge: +1
LUMO level, eV: -2.98
Kohn-Sham gap, eV: 11.293
Energy relative to the best compared isomer or geometry (same formula, charge and spin), eV: 0.5194

Element x y z (Å)
N (-0.70, 0.57, 0.33)
C (0.40, -0.41, 0.08)
C (0.80, -1.10, 1.36)
C (1.61, 0.38, -0.55)
N (1.44, 1.82, -0.43)
H (-1.34, 0.62, -0.47)
H (-0.30, 1.50, 0.50)
H (-1.26, 0.28, 1.14)
H (0.03, -1.12, -0.64)
H (0.15, -1.94, 1.65)
H (0.76, -0.42, 2.22)
H (1.79, -1.55, 1.35)
H (2.50, 0.09, 0.00)
H (1.70, 0.09, -1.60)
H (1.94, 2.25, 0.34)
H (1.82, 2.31, -1.22)
H (-3.88, -1.89, -1.38)
H (-4.04, -0.40, -1.47)
O (-3.40, -1.07, -1.20)

---

# 3
C62H84IN9O4Y | wB97M-V/def2-TZVPD

E_tot, eV: -96403.29638
Net charge: +1
LUMO level, eV: -2.30
Kohn-Sham gap, eV: 7.309
Energy relative to the best compared isomer or geometry (same formula, charge and spin), eV: 0.0941

Element x y z (Å)
Y (-0.24, -0.13, -0.16)
C (2.44, -2.38, -1.76)
O (1.19, -1.68, -1.80)
C (0.51, -1.88, -3.01)
C (-0.33, -2.98, -3.13)
C (-0.68, -3.86, -1.95)
C (-2.11, -3.62, -1.55)
C (-3.12, -4.45, -2.01)
C (-4.47, -4.21, -1.74)
C (-4.76, -3.11, -0.95)
C (-3.77, -2.25, -0.47)
C (-4.16, -0.99, 0.27)
C (-4.19, 0.15, -0.73)
C (-5.15, 0.14, -1.73)
C (-5.16, 1.06, -2.77)
C (-4.16, 2.03, -2.78)
C (-3.19, 2.09, -1.79)
C (-2.08, 3.11, -1.90)
C (-1.15, 2.76, -3.03)
C (-1.33, 3.36, -4.27)
C (-0.57, 3.03, -5.38)
C (0.40, 2.05, -5.20)
C (0.61, 1.41, -3.98)
C (1.56, 0.25, -3.90)
C (0.76, -1.03, -4.07)
C (0.14, -1.30, -5.29)
C (-0.70, -2.39, -5.46)
C (-0.92, -3.21, -4.36)
C (-1.40, -2.69, -6.78)
C (-2.92, -2.65, -6.56)
C (-1.05, -1.68, -7.87)
C (-1.00, -4.09, -7.27)
C (-0.18, 1.77, -2.88)
O (0.01, 1.18, -1.68)
C (-0.77, 3.66, -6.76)
C (-1.87, 4.72, -6.75)
C (-1.16, 2.56, -7.76)
C (0.54, 4.32, -7.22)
C (-3.22, 1.14, -0.78)
O (-2.30, 1.26, 0.29)
C (-2.85, 2.13, 1.29)
C (-6.21, 0.94, -3.87)
C (-6.04, -0.42, -4.56)
C (-6.06, 2.04, -4.93)
C (-7.61, 1.04, -3.26)
C (-2.44, -2.50, -0.77)
O (-1.48, -1.67, -0.33)
C (-5.54, -5.14, -2.31)
C (-5.43, -5.15, -3.84)
C (-5.32, -6.56, -1.78)
C (-6.95, -4.69, -1.94)
H (2.54, -3.00, -2.65)
H (2.47, -3.03, -0.88)
H (3.27, -1.67, -1.73)
H (-0.01, -3.66, -1.12)
H (-0.56, -4.91, -2.23)
H (-2.84, -5.31, -2.61)
H (-5.79, -2.88, -0.69)
H (-3.44, -0.78, 1.07)
H (-5.14, -1.12, 0.72)
H (-5.89, -0.65, -1.71)
H (-4.11, 2.75, -3.58)
H (-1.53, 3.17, -0.96)
H (-2.50, 4.10, -2.09)
H (-2.10, 4.13, -4.35)
H (1.03, 1.75, -6.03)
H (2.08, 0.24, -2.94)
H (2.30, 0.34, -4.69)
H (0.32, -0.62, -6.11)
H (-1.60, -4.06, -4.45)
H (-3.24, -1.66, -6.22)
H (-3.24, -3.37, -5.81)
H (-3.45, -2.88, -7.49)
H (-1.36, -0.67, -7.59)
H (-1.58, -1.94, -8.79)
H (0.02, -1.67, -8.09)
H (-1.28, -4.86, -6.56)
H (0.08, -4.15, -7.42)
H (-1.48, -4.31, -8.22)
H (-2.84, 4.29, -6.47)
H (-1.98, 5.14, -7.75)
H (-1.64, 5.54, -6.07)
H (-2.10, 2.08, -7.45)
H (-0.39, 1.79, -7.83)
H (-1.31, 2.98, -8.75)
H (0.86, 5.08, -6.51)
H (0.39, 4.80, -8.19)
H (1.34, 3.59, -7.33)
H (-3.72, 1.66, 1.76)
H (-3.16, 3.07, 0.83)
H (-2.08, 2.33, 2.03)
H (-5.04, -0.51, -5.00)
H (-6.78, -0.53, -5.36)
H (-6.17, -1.25, -3.86)
H (-5.09, 1.99, -5.43)
H (-6.17, 3.04, -4.50)
H (-6.83, 1.92, -5.69)
H (-7.79, 0.23, -2.55)
H (-8.37, 0.98, -4.04)
H (-7.74, 1.99, -2.73)
H (-4.45, -5.51, -4.17)
H (-5.56, -4.14, -4.25)
H (-6.19, -5.80, -4.28)
H (-4.35, -6.96, -2.07)
H (-6.09, -7.23, -2.17)
H (-5.38, -6.58, -0.69)
H (-7.16, -3.68, -2.31)
H (-7.11, -4.70, -0.86)
H (-7.68, -5.37, -2.39)
C (-0.18, 0.43, 6.82)
C (-1.58, -0.17, 6.80)
C (-1.54, -1.69, 6.83)
C (-2.40, 0.36, 5.62)
N (-1.79, 0.07, 4.32)
C (-0.91, 0.77, 3.61)
N (-0.60, 0.09, 2.53)
N (-1.32, -1.06, 2.61)
N (-2.04, -1.08, 3.67)
H (0.34, 0.15, 7.74)
H (-0.20, 1.52, 6.77)
H (0.42, 0.05, 5.99)
H (-2.12, 0.18, 7.69)
H (-1.01, -2.09, 5.96)
H (-2.55, -2.12, 6.83)
H (-1.03, -2.04, 7.73)
H (-2.51, 1.44, 5.68)
H (-3.40, -0.09, 5.60)
H (-0.52, 1.73, 3.91)
C (2.50, 2.40, -0.28)
N (3.16, 3.66, 0.01)
C (2.13, 4.69, 0.18)
N (1.22, 4.35, 1.28)
C (0.61, 3.07, 1.00)
N (1.59, 1.97, 0.82)
C (2.39, 1.92, 2.07)
N (3.04, 3.19, 2.38)
C (3.91, 3.54, 1.26)
C (2.01, 4.22, 2.51)
H (3.27, 1.63, -0.42)
H (1.92, 2.48, -1.19)
H (1.55, 4.77, -0.74)
H (2.60, 5.65, 0.39)
H (0.03, 3.14, 0.08)
H (-0.06, 2.80, 1.82)
H (3.17, 1.17, 1.98)
H (1.74, 1.64, 2.90)
H (4.68, 2.77, 1.14)
H (4.40, 4.49, 1.47)
H (2.49, 5.18, 2.73)
H (1.35, 3.97, 3.34)
I (5.70, -1.23, 1.47)
C (3.74, -1.89, 1.57)
C (3.38, -3.07, 2.22)
C (2.05, -3.44, 2.21)
C (1.12, -2.63, 1.60)
N (1.46, -1.48, 1.00)
C (2.75, -1.14, 0.97)
H (4.13, -3.68, 2.70)
H (1.73, -4.36, 2.68)
H (0.06, -2.88, 1.57)
H (3.00, -0.25, 0.41)

---

- Which formula does entry 2 have?
  C3H13N2O

---

- Which value of LUMO level does entry 2 give?
  -2.98 eV

---

Repeat the first record exactly.
C23H30N6O2S | wB97M-V/def2-TZVPD

E_tot, eV: -48211.88514
SMILES: CC(=O)c1cccc(NC(=O)CSc2nc(N3CCCCC3)nc(N3CCCCC3)n2)c1
LUMO level, eV: 0.34
Kohn-Sham gap, eV: 9.038
Energy relative to the best compared isomer or geometry (same formula, charge and spin), eV: 0.0000

Element x y z (Å)
C (-1.07, -2.59, -1.22)
C (-0.25, -2.42, -2.48)
O (0.20, -3.37, -3.08)
C (0.01, -1.03, -2.93)
C (1.00, -0.83, -3.89)
C (1.32, 0.45, -4.30)
C (0.68, 1.55, -3.76)
C (-0.32, 1.36, -2.80)
N (-0.96, 2.45, -2.20)
C (-0.28, 3.49, -1.65)
O (0.85, 3.81, -1.94)
C (-1.08, 4.33, -0.67)
S (-2.32, 3.39, 0.28)
C (-1.37, 1.98, 0.74)
N (-0.08, 2.01, 0.48)
C (0.57, 0.85, 0.75)
N (1.87, 0.80, 0.51)
C (2.63, -0.43, 0.68)
C (3.27, -0.82, -0.65)
C (4.16, 0.31, -1.15)
C (3.33, 1.59, -1.28)
C (2.65, 1.92, 0.04)
N (-0.04, -0.23, 1.23)
C (-1.34, -0.11, 1.52)
N (-1.98, -1.17, 2.03)
C (-1.29, -2.35, 2.48)
C (-1.34, -2.44, 4.00)
C (-2.79, -2.41, 4.47)
C (-3.48, -1.15, 3.96)
C (-3.37, -1.08, 2.43)
N (-2.06, 1.00, 1.26)
C (-0.66, 0.07, -2.40)
H (-1.08, -3.64, -0.94)
H (-0.65, -1.99, -0.42)
H (-2.09, -2.27, -1.40)
H (1.50, -1.69, -4.30)
H (2.09, 0.60, -5.05)
H (0.94, 2.55, -4.05)
H (-1.86, 2.24, -1.78)
H (-1.65, 5.09, -1.20)
H (-0.39, 4.81, 0.02)
H (1.95, -1.20, 1.04)
H (3.41, -0.26, 1.43)
H (3.86, -1.73, -0.51)
H (2.49, -1.03, -1.38)
H (4.60, 0.05, -2.11)
H (4.98, 0.48, -0.44)
H (3.96, 2.43, -1.58)
H (2.57, 1.45, -2.05)
H (1.98, 2.77, -0.09)
H (3.40, 2.16, 0.80)
H (-0.26, -2.29, 2.13)
H (-1.77, -3.23, 2.03)
H (-0.86, -3.36, 4.33)
H (-0.80, -1.60, 4.43)
H (-2.83, -2.44, 5.57)
H (-3.32, -3.29, 4.10)
H (-4.53, -1.13, 4.24)
H (-2.99, -0.27, 4.38)
H (-3.78, -0.15, 2.05)
H (-3.90, -1.93, 1.99)
H (-1.44, -0.05, -1.66)

---

- The highest E_tot belongs to which entry?
  C3H13N2O